Record 1
This record from the OMol25 dataset describes C20H25F3N6O2S3V as an isolated structure. The level of theory is ωB97M-V with the def2-TZVPD basis set.

Element x y z (Å)
V: -0.069 0.016 0.155
N: 1.632 -0.613 1.409
C: 1.844 -2.069 1.398
C: 2.086 -2.484 -0.038
N: 1.068 -1.905 -0.937
C: 0.126 -2.859 -1.531
C: -1.124 -2.900 -0.684
N: -1.599 -1.507 -0.565
H: 1.533 -0.250 2.351
H: 2.433 -0.131 1.006
H: 2.680 -2.373 2.033
H: 0.941 -2.537 1.796
H: 3.067 -2.126 -0.358
H: 2.109 -3.573 -0.121
H: 1.537 -1.384 -1.665
H: -0.129 -2.502 -2.532
H: 0.558 -3.856 -1.649
H: -1.882 -3.557 -1.114
H: -0.893 -3.271 0.317
H: -1.885 -1.175 -1.483
H: -2.439 -1.457 0.006
O: 0.191 2.963 -4.500
C: 1.464 2.673 -4.176
C: 2.455 3.101 -5.062
C: 3.782 2.852 -4.793
C: 4.165 2.168 -3.638
C: 3.190 1.741 -2.765
C: 1.832 1.979 -3.012
C: 0.833 1.497 -2.052
O: 1.254 0.799 -1.025
N: -0.427 1.743 -2.254
N: -1.215 1.202 -1.213
C: -2.405 1.682 -1.185
S: -3.546 1.117 0.015
C: -4.700 2.489 -0.226
C: -4.694 2.833 -1.704
S: -2.973 2.920 -2.262
H: -0.389 2.622 -3.794
H: 2.147 3.631 -5.953
H: 4.535 3.198 -5.490
H: 5.209 1.983 -3.431
H: 3.461 1.220 -1.858
H: -4.367 3.332 0.378
H: -5.680 2.160 0.116
H: -5.146 3.808 -1.881
H: -5.229 2.083 -2.286
F: -0.962 2.151 5.905
C: -1.493 2.337 4.682
F: -0.792 3.292 4.074
F: -2.746 2.799 4.867
C: -1.530 1.030 3.922
C: -2.143 -0.031 4.557
C: -2.243 -1.273 3.940
C: -1.715 -1.389 2.675
N: -1.134 -0.366 2.041
C: -1.013 0.844 2.631
S: -0.196 1.963 1.583
H: -2.549 0.113 5.551
H: -2.718 -2.114 4.421
H: -1.760 -2.327 2.134

LUMO (alpha / beta)   -2.617 / -2.918 eV
Spin multiplicity   3
HOMO (alpha / beta)   -10.469 / -10.468 eV
Energy relative to the best compared isomer or geometry (same formula, charge and spin)   9.6 kJ/mol
Net charge   +1
Orbital gap (alpha / beta)   7.85 / 7.55 eV



Record 2
This record from the OMol25 dataset describes a 3-piece molecular cluster, C38H60BrIN3O13P3 overall in a non-equilibrium geometry. The level of theory is ωB97M-V with the def2-TZVPD basis set.

Element x y z (Å)
C: 2.032 -4.307 1.021
C: 3.292 -4.715 0.096
C: 2.870 -5.434 -1.286
C: 2.600 -4.391 -2.495
C: 3.945 -3.693 -3.043
C: 3.482 -2.680 -4.230
C: 4.698 -1.860 -4.883
C: 5.512 -0.935 -3.830
C: 5.416 0.629 -4.290
C: 4.049 1.279 -3.677
C: 4.240 2.883 -3.463
C: 3.955 3.383 -1.969
C: 2.492 3.073 -1.413
C: 1.205 3.468 -2.221
N: 1.359 4.121 -3.527
C: -0.223 3.191 -1.700
C: -0.410 2.514 -0.289
C: 0.812 2.098 0.548
O: 0.667 1.478 1.839
C: 2.248 2.366 -0.029
C: 3.463 1.856 0.912
C: 3.819 0.301 0.605
O: 4.833 -0.146 1.186
I: 2.594 -0.951 -0.712
C: -1.943 2.311 0.169
O: -2.343 2.610 1.313
C: -2.899 1.752 -1.011
C: -2.705 2.406 -2.429
C: -3.563 1.970 -3.682
P: -3.146 2.842 -5.299
O: -3.950 2.167 -6.645
Br: -0.925 2.386 -5.715
C: -4.649 0.892 -3.431
C: -5.576 0.449 -4.649
C: -6.570 1.647 -5.063
N: -7.273 2.359 -4.201
C: -4.841 0.247 -2.002
P: -6.223 -1.067 -1.771
O: -5.987 -2.376 -2.846
O: -7.770 -0.336 -1.984
C: -3.974 0.622 -0.764
P: -4.126 -0.157 0.955
N: -5.164 0.778 1.767
O: -2.608 -0.255 1.764
O: -4.724 -1.744 0.953
C: -1.563 3.549 -2.522
O: -1.699 4.634 -3.128
H: 1.060 -4.149 0.424
H: 1.816 -5.160 1.766
H: 2.348 -3.344 1.573
H: 3.978 -3.815 -0.065
H: 3.928 -5.491 0.674
H: 3.631 -6.252 -1.580
H: 1.869 -5.970 -1.102
H: 2.167 -5.009 -3.365
H: 1.842 -3.599 -2.175
H: 4.625 -4.521 -3.462
H: 4.428 -3.097 -2.200
H: 2.662 -1.983 -3.810
H: 2.966 -3.319 -5.043
H: 5.462 -2.514 -5.428
H: 4.236 -1.142 -5.665
H: 6.626 -1.228 -3.742
H: 5.025 -1.049 -2.787
H: 6.356 1.176 -3.905
H: 5.421 0.737 -5.427
H: 3.947 0.827 -2.630
H: 3.141 1.062 -4.342
H: 3.688 3.458 -4.277
H: 5.367 3.073 -3.654
H: 4.732 2.861 -1.291
H: 4.110 4.521 -1.859
H: 0.726 4.919 -3.654
H: 1.323 3.455 -4.309
H: 0.362 2.180 2.472
H: 3.105 2.006 1.990
H: 4.360 2.548 0.725
H: -3.393 1.459 -7.065
H: -4.862 0.143 -5.504
H: -6.232 -0.464 -4.456
H: -6.672 1.969 -6.166
H: -7.090 1.993 -3.249
H: -6.134 -3.178 -2.285
H: -8.092 -0.110 -1.079
H: -5.486 1.549 1.159
H: -2.823 -0.137 2.722
H: -5.654 -1.709 1.290
C: -2.131 6.462 6.274
O: -2.119 5.054 6.457
C: -3.423 4.525 6.692
C: -3.992 3.875 5.436
O: -4.245 4.842 4.420
C: -3.238 4.846 3.415
H: -1.157 6.763 5.883
H: -2.901 6.775 5.565
H: -2.290 6.960 7.236
H: -4.098 5.303 7.070
H: -3.323 3.761 7.470
H: -4.955 3.416 5.684
H: -3.328 3.085 5.067
H: -3.346 3.965 2.778
H: -2.233 4.869 3.846
H: -3.372 5.740 2.802
C: -0.085 -4.334 5.710
O: 0.566 -5.096 6.718
C: 0.955 -6.388 6.257
C: 2.444 -6.435 5.934
O: 2.758 -5.615 4.811
C: 3.341 -4.376 5.194
H: -0.150 -3.300 6.054
H: 0.466 -4.352 4.766
H: -1.098 -4.715 5.554
H: 0.356 -6.689 5.389
H: 0.748 -7.092 7.069
H: 2.711 -7.462 5.662
H: 3.045 -6.152 6.805
H: 4.372 -4.539 5.522
H: 2.773 -3.888 5.991
H: 3.350 -3.718 4.323

LUMO   -1.834 eV
HOMO   -8.774 eV
Net charge   0
SMILES   [H]/N=C\Cc1c(P(O)O)c(P(=N)(O)O)c2c(c1P(O)Br)C(=O)c1c(N)c(CCCCCCCCCCCC)c(CC(=O)I)c(O)c1C2=O.COCCOC.COCCOC
Orbital gap   6.94 eV



Record 3
This record from the OMol25 dataset describes one molecule with the formula CH3N3O3 in a non-equilibrium geometry. The level of theory is ωB97M-V with the def2-TZVPD basis set.

Element x y z (Å)
C: 0.858 -1.082 0.288
N: -0.672 0.822 -0.201
N: 0.241 -0.178 -0.600
N: 0.340 -0.332 -2.038
O: 0.604 -1.242 1.435
O: 0.698 -1.417 -2.427
O: -0.095 0.609 -2.650
H: 1.410 -1.724 -0.256
H: -0.266 1.726 -0.167
H: -1.329 0.808 -0.922

LUMO   -0.394 eV
HOMO   -10.748 eV
Energy relative to the best compared isomer or geometry (same formula, charge and spin)   222.9 kJ/mol
Net charge   0
SMILES   NN(C=O)[N+](=O)[O-]
Orbital gap   10.35 eV



Record 4
This record from the OMol25 dataset describes C23H23IrP2 as an isolated structure in a non-equilibrium geometry. The level of theory is ωB97M-V with the def2-TZVPD basis set.

Element x y z (Å)
C: -0.279 -0.207 -3.689
C: -1.396 -1.037 -4.060
C: -1.078 -2.337 -3.559
C: 0.257 -2.367 -3.076
C: 0.680 -0.984 -3.036
Ir: 0.802 1.839 -1.548
P: -0.514 3.551 -1.726
H: -0.090 0.894 -3.980
H: -2.278 -0.743 -4.659
H: -1.726 -3.196 -3.666
H: 1.676 -0.576 -2.726
H: 0.842 -3.256 -2.764
H: -1.586 3.705 -0.785
H: -1.239 3.972 -2.863
H: 0.046 4.787 -1.349
C: -0.727 3.046 3.783
C: 0.267 3.393 2.866
C: 0.494 2.578 1.736
C: -0.271 1.443 1.505
C: -1.321 1.135 2.400
C: -1.530 1.935 3.531
P: 0.152 0.480 -0.043
C: 1.750 -0.320 0.438
C: 2.829 0.053 -0.358
C: 4.137 -0.313 0.087
C: 4.301 -1.020 1.261
C: 3.200 -1.345 2.072
C: 1.933 -0.931 1.678
C: -0.985 -0.963 0.057
C: -0.649 -2.253 0.495
C: -1.630 -3.238 0.675
C: -2.982 -2.955 0.382
C: -3.296 -1.710 -0.156
C: -2.312 -0.730 -0.315
H: -0.905 3.685 4.658
H: 0.829 4.316 2.997
H: 1.236 2.874 0.990
H: -2.002 0.313 2.207
H: -2.365 1.718 4.216
H: 2.653 0.748 -1.204
H: 4.997 0.019 -0.486
H: 5.305 -1.310 1.580
H: 3.345 -1.886 3.002
H: 1.091 -1.048 2.368
H: 0.377 -2.529 0.718
H: -1.371 -4.235 1.008
H: -3.751 -3.716 0.543
H: -4.330 -1.514 -0.465
H: -2.591 0.237 -0.739

LUMO (alpha / beta)   -2.876 / -6.116 eV
Spin multiplicity   6
HOMO (alpha / beta)   -8.854 / -11.466 eV
Energy relative to the best compared isomer or geometry (same formula, charge and spin)   50.9 kJ/mol
Net charge   +1
Orbital gap (alpha / beta)   5.98 / 5.35 eV